ORCA calculation (wB97M-V/def2-TZVPD) on a molecular structure, C16H22Cl2IrO2Se in a non-equilibrium geometry.

Results
* LUMO level (alpha / beta): 5.1 / 4.9 eV
* relative energy (zero: lowest compared OMol25 entry of this formula, charge and spin): 1.075 eV
* frontier orbital gap (alpha / beta): 3.448 / 5.281 eV

```
! RIJCOSX wB97M-V def2-TZVPD def2/J DEFGRID3
* xyz -2 6
C 0.43 -1.19 -1.80
C 1.21 -0.16 -2.43
C 0.43 1.02 -2.52
C 2.60 -0.31 -2.91
C -0.86 0.77 -2.04
C -0.93 -0.61 -1.55
C -2.15 -1.45 -1.71
C 0.70 -2.64 -1.96
C 0.93 2.32 -3.05
C -2.03 1.66 -2.19
Ir 0.08 -0.49 0.27
Cl 1.99 0.76 0.25
Cl 1.57 -1.81 1.47
O -1.72 -0.01 1.12
H 3.04 -1.23 -2.53
H 3.24 0.53 -2.57
H 2.64 -0.32 -4.00
H 1.91 2.56 -2.61
H 0.24 3.13 -2.80
H 1.06 2.28 -4.14
H -1.79 2.69 -1.91
H -2.87 1.31 -1.58
H -2.38 1.68 -3.24
H -3.04 -0.86 -1.48
H -2.06 -2.28 -1.00
H -2.23 -1.82 -2.74
H 1.77 -2.84 -1.83
H 0.40 -2.98 -2.96
H 0.15 -3.21 -1.21
H -1.99 0.84 0.74
O -0.93 -2.33 0.54
H -1.51 -2.00 1.26
Se 0.14 2.00 1.56
C 0.19 1.16 3.22
C -1.01 1.11 3.97
C -1.00 0.56 5.26
C 0.18 -0.02 5.76
C 1.35 -0.04 4.98
C 1.36 0.57 3.73
H -1.92 1.51 3.53
H -1.91 0.58 5.85
H 0.18 -0.46 6.76
H 2.25 -0.53 5.35
H 2.25 0.56 3.12
*
```

---

ORCA calculation (wB97M-V/def2-TZVPD) on a molecular structure, C16H22Cl2O2TcTe in a non-equilibrium geometry.

Results
* LUMO level (alpha / beta): 4.4 / 4.3 eV
* relative energy (zero: lowest compared OMol25 entry of this formula, charge and spin): 2.529 eV
* frontier orbital gap (alpha / beta): 4.241 / 4.122 eV

```
! RIJCOSX wB97M-V def2-TZVPD def2/J DEFGRID3
* xyz -2 4
C 1.35 -0.52 -1.83
C 0.27 -1.39 -2.18
C -0.08 -2.17 -0.90
C -0.57 -1.37 -3.41
C 1.19 -2.01 -0.08
C 1.97 -1.01 -0.64
C 3.32 -0.61 -0.13
C 1.96 0.51 -2.71
C -0.99 -3.26 -0.84
C 1.59 -3.00 0.94
Tc -0.84 -0.39 -0.69
Cl -3.01 -0.38 -0.81
Cl -1.05 1.63 -2.08
O -0.99 -0.49 1.29
H -0.58 -0.36 -3.82
H -1.61 -1.67 -3.20
H -0.11 -2.08 -4.10
H -1.96 -3.02 -1.30
H -1.18 -3.55 0.23
H -0.54 -4.10 -1.35
H 0.70 -3.44 1.45
H 2.22 -2.54 1.70
H 2.16 -3.85 0.54
H 3.40 -0.84 0.94
H 3.44 0.47 -0.25
H 4.14 -1.13 -0.64
H 1.18 1.03 -3.26
H 2.63 -0.03 -3.39
H 2.53 1.23 -2.12
H -0.39 -1.00 1.86
O 1.79 2.57 1.17
H 1.04 1.84 1.48
Te -3.16 -0.66 1.98
C -3.00 1.40 2.27
C -2.36 1.68 3.48
C -2.15 3.04 3.84
C -2.55 4.07 2.98
C -3.16 3.76 1.77
C -3.40 2.41 1.39
H -2.03 0.85 4.11
H -1.67 3.25 4.81
H -2.40 5.10 3.28
H -3.47 4.57 1.08
H -3.85 2.15 0.43
*
```

---

ORCA calculation (wB97M-V/def2-TZVPD) on a molecular structure, C16H22ClORe in a non-equilibrium geometry.

Results
* LUMO level (alpha / beta): 3.0 / 2.9 eV
* relative energy (zero: lowest compared OMol25 entry of this formula, charge and spin): 0.000 eV
* frontier orbital gap (alpha / beta): 4.567 / 6.117 eV

```
! RIJCOSX wB97M-V def2-TZVPD def2/J DEFGRID3
* xyz -1 4
Re -0.54 0.39 -0.06
C -2.00 -1.35 -0.57
C -1.28 -1.74 -1.74
C -0.02 -2.24 -1.36
H -1.68 -1.69 -2.75
C 0.13 -2.09 0.04
C -1.13 -1.57 0.57
H -1.48 -1.63 1.59
H -3.07 -1.19 -0.49
H 0.71 -2.72 -2.03
H 0.97 -2.44 0.64
C -0.19 2.24 1.08
C -0.54 1.13 1.93
C 0.50 0.15 1.80
H -1.39 1.08 2.60
C 1.43 0.61 0.81
C 1.00 1.91 0.36
H 1.55 2.56 -0.32
H -0.72 3.19 1.03
H 0.61 -0.74 2.41
H 2.35 0.11 0.50
O -0.50 0.76 -2.06
C 4.26 -0.54 -1.19
C 3.37 -0.43 -2.20
C 4.51 -1.86 -0.51
C 5.04 0.68 -0.75
C 0.43 0.55 -2.91
H 2.78 -1.28 -2.54
H 3.31 0.50 -2.79
H 0.96 1.44 -3.24
H 0.55 -0.47 -3.30
H 5.58 -2.09 -0.47
H 4.02 -2.68 -1.04
H 4.15 -1.85 0.53
H 5.94 0.82 -1.37
H 5.37 0.61 0.29
H 4.44 1.60 -0.88
Cl -3.32 1.06 -1.75
C -2.11 1.74 -0.69
H -2.69 2.08 0.18
H -1.69 2.58 -1.25
*
```

---

ORCA calculation (wB97M-V/def2-TZVPD) on a molecular structure, C16H22CoN3OS.

Results
* LUMO level (alpha / beta): -4.1 / -3.4 eV
* relative energy (zero: lowest compared OMol25 entry of this formula, charge and spin): 0.000 eV
* frontier orbital gap (alpha / beta): 6.226 / 7.010 eV

```
! RIJCOSX wB97M-V def2-TZVPD def2/J DEFGRID3
* xyz 1 2
Co 2.22 -0.31 -0.22
C 4.20 -0.55 1.98
C 4.60 -1.43 0.81
N 4.13 -0.87 -0.48
C 4.89 0.27 -1.04
C 4.43 1.58 -0.44
N 2.95 1.59 -0.34
C 2.45 2.27 0.87
C 2.62 1.39 2.14
N 2.82 -0.04 1.81
H 4.30 -1.12 2.91
H 4.88 0.30 2.08
H 5.68 -1.59 0.81
H 4.12 -2.41 0.92
H 4.17 -1.63 -1.16
H 5.97 0.14 -0.90
H 4.70 0.27 -2.11
H 4.84 1.72 0.56
H 4.79 2.41 -1.05
H 2.55 2.07 -1.14
H 2.97 3.22 1.02
H 1.40 2.48 0.71
H 3.44 1.75 2.76
H 1.72 1.48 2.73
H 2.19 -0.59 2.37
C -8.76 0.31 -0.73
C -7.29 0.09 -0.52
O -6.57 0.82 0.11
S -6.71 -1.41 -1.35
C -4.97 -1.28 -1.10
C -4.42 -1.10 0.16
C -3.06 -0.97 0.31
C -2.22 -1.03 -0.81
C -2.77 -1.27 -2.07
C -4.14 -1.39 -2.21
C -0.81 -0.82 -0.64
C 0.40 -0.67 -0.52
H -9.15 0.94 0.06
H -9.30 -0.64 -0.78
H -8.89 0.82 -1.69
H -5.07 -1.07 1.03
H -2.63 -0.81 1.29
H -2.12 -1.35 -2.93
H -4.57 -1.55 -3.19
*
```

---

ORCA calculation (wB97M-V/def2-TZVPD) on 6 unconnected molecules or ions with the total composition C16H22F2N4O8 in a non-equilibrium geometry.

Results
* LUMO level: -0.5 eV
* SMILES string: C[N+](=O)[O-].C[N+](=O)[O-].C[N+](=O)[O-].C[N+](=O)[O-].Fc1ccccc1.Fc1ccccc1
* frontier orbital gap: 8.765 eV

```
! RIJCOSX wB97M-V def2-TZVPD def2/J DEFGRID3
* xyz 0 1
C 0.40 -1.24 -1.79
N 1.56 -0.39 -1.43
O 2.08 -0.59 -0.35
O 1.92 0.44 -2.25
H 0.76 -2.26 -1.90
H -0.10 -0.84 -2.66
H -0.28 -1.25 -0.95
C 3.23 -0.80 3.12
N 2.71 -0.23 4.39
O 2.10 0.81 4.33
O 2.94 -0.86 5.40
H 2.84 -0.27 2.26
H 2.97 -1.85 3.08
H 4.31 -0.69 3.14
C 1.45 -5.32 -2.46
N 0.63 -6.26 -3.29
O -0.39 -5.81 -3.74
O 1.04 -7.39 -3.46
H 0.80 -5.01 -1.66
H 1.79 -4.54 -3.14
H 2.30 -5.87 -2.06
C 3.68 2.59 -0.63
N 2.23 2.86 -0.76
O 1.49 2.39 0.09
O 1.87 3.55 -1.68
H 3.87 1.90 0.17
H 4.17 3.55 -0.51
H 4.01 2.19 -1.59
F -5.55 1.99 -2.12
C -4.31 2.43 -1.88
C -3.23 1.59 -2.11
C -1.94 2.06 -1.95
C -1.72 3.33 -1.43
C -2.80 4.19 -1.26
C -4.10 3.74 -1.48
H -3.45 0.61 -2.52
H -1.11 1.41 -2.19
H -0.74 3.68 -1.15
H -2.67 5.22 -0.96
H -4.97 4.38 -1.36
F -3.27 -2.31 1.89
C -2.44 -1.30 2.23
C -2.21 -1.04 3.57
C -1.32 -0.02 3.90
C -0.83 0.81 2.91
C -1.06 0.52 1.58
C -1.86 -0.56 1.22
H -2.68 -1.65 4.33
H -1.09 0.08 4.95
H -0.24 1.68 3.16
H -0.76 1.23 0.82
H -2.03 -0.87 0.20
*
```

---

ORCA calculation (wB97M-V/def2-TZVPD) on a gas-phase ion, C16H22F5IN3O2 (charge +1) in a non-equilibrium geometry.

Results
* LUMO level: -4.7 eV
* SMILES string: CCN(CC[n+]1c(COC)cc(I)c(CN)c1C(F)(F)C(F)(F)F)C(C)=O
* frontier orbital gap: 7.725 eV

```
! RIJCOSX wB97M-V def2-TZVPD def2/J DEFGRID3
* xyz 1 1
C 2.84 -1.90 0.72
C 3.32 -0.92 -0.40
N 2.83 0.49 -0.21
C 1.56 0.65 -0.97
C 0.39 1.33 -0.12
N -0.76 0.42 0.08
C -0.81 -0.27 1.27
C 0.30 -0.20 2.37
O 0.46 -1.54 2.88
C 0.54 -1.49 4.33
C -1.92 -1.18 1.61
C -3.02 -1.32 0.68
I -4.66 -2.60 1.17
C -2.91 -0.56 -0.61
C -4.14 -0.76 -1.57
N -4.09 -2.09 -2.21
C -1.76 0.29 -0.90
C -1.75 0.98 -2.27
F -2.13 0.15 -3.32
F -0.56 1.50 -2.73
C -2.81 2.21 -2.32
F -3.54 2.32 -1.18
F -2.09 3.38 -2.43
F -3.56 2.13 -3.44
C 3.80 1.36 -0.92
C 4.28 2.70 -0.24
O 4.19 1.08 -2.02
H 3.42 -2.85 0.62
H 3.05 -1.51 1.76
H 1.75 -2.17 0.66
H 4.45 -0.89 -0.37
H 3.02 -1.36 -1.39
H 1.68 1.29 -1.89
H 1.14 -0.33 -1.34
H 0.86 1.72 0.81
H -0.02 2.25 -0.62
H 0.06 0.51 3.20
H 1.30 0.08 1.95
H 0.87 -2.47 4.75
H -0.51 -1.28 4.71
H 1.24 -0.68 4.68
H -1.95 -1.75 2.57
H -5.05 -0.64 -0.91
H -4.22 0.08 -2.32
H -3.33 -2.63 -1.79
H -4.97 -2.56 -1.95
H 5.38 2.78 -0.43
H 4.03 2.71 0.85
H 3.78 3.53 -0.79
*
```

---

- What is the formula in the first record?
  C16H22Cl2IrO2Se